No. 1
C42H32BrN3O9PS2Ti as an isolated structure. Source: the Open Molecules 2025 dataset; level of theory: the ωB97M-V functional and the def2-TZVPD basis.

Element x y z (Å)
Ti: 1.29118 0.46387 -0.75844
O: 2.72115 -2.70850 1.89198
N: 1.40678 -2.39783 2.15139
C: 1.18090 -2.35229 3.39204
C: -0.16695 -2.07665 3.92968
C: -0.40750 -2.58530 5.20894
C: -1.64162 -2.46422 5.81399
C: -2.65938 -1.80925 5.14419
C: -2.43248 -1.27693 3.88693
C: -1.19517 -1.37802 3.24269
P: -0.94601 -0.68885 1.51359
C: -1.86287 -2.07865 0.70215
C: -1.12976 -3.01049 -0.03095
C: -1.76087 -4.08562 -0.64291
C: -3.12863 -4.26597 -0.49513
C: -3.86771 -3.34829 0.24025
C: -3.24154 -2.25373 0.81991
C: -2.19939 0.68211 1.51630
C: -2.35477 1.50209 2.64098
C: -3.11587 2.66229 2.58509
C: -3.72571 3.04197 1.39715
C: -3.53698 2.27141 0.25906
C: -2.76837 1.11540 0.31623
H: 2.83313 -2.52881 0.95675
H: 1.97692 -2.57328 4.10454
H: 0.39833 -3.10286 5.71767
H: -1.81395 -2.88419 6.79836
H: -3.63601 -1.70925 5.60392
H: -3.24526 -0.75905 3.40189
H: -0.05997 -2.88710 -0.12474
H: -1.18238 -4.77873 -1.24195
H: -3.61565 -5.12159 -0.94702
H: -4.93696 -3.48244 0.35778
H: -3.83784 -1.52902 1.36045
H: -1.86665 1.23478 3.56971
H: -3.22528 3.27457 3.47235
H: -4.32473 3.94417 1.35641
H: -3.98230 2.57414 -0.68155
H: -2.58918 0.55190 -0.58898
C: -0.25577 4.05208 0.92413
C: -0.38623 4.85918 -0.18302
C: -0.10532 4.33218 -1.43208
C: 0.27531 3.01080 -1.55626
N: 0.35414 2.20907 -0.46994
C: 0.12096 2.73975 0.73581
C: 0.73335 2.41210 -2.82382
C: 0.64969 3.04022 -4.05090
C: 1.23208 2.45755 -5.16288
C: 1.92010 1.27406 -5.01100
C: 1.92668 0.67255 -3.76678
N: 1.30813 1.19966 -2.71145
H: -0.43670 4.42799 1.92044
H: -0.66033 5.90040 -0.07299
H: -0.14021 4.96150 -2.30994
H: 0.25298 2.08704 1.57932
H: 0.12801 3.98424 -4.13343
H: 1.16539 2.93122 -6.13330
H: 2.41893 0.80397 -5.84586
H: 2.42208 -0.27243 -3.60671
O: 4.80606 0.23013 -2.21870
S: 3.92234 0.30593 -1.09443
O: 3.15028 1.56013 -0.96939
O: 2.90784 -0.79527 -1.06801
C: 4.92159 0.20598 0.37124
C: 6.24061 -0.19191 0.21927
C: 7.09594 -0.15467 1.30861
C: 6.63060 0.26916 2.54494
C: 5.31042 0.65607 2.70379
C: 4.45036 0.63258 1.61872
S: 2.80076 1.25571 1.89103
O: 2.80147 2.64219 1.51420
O: 2.46122 0.99322 3.26304
O: 1.92415 0.41207 0.98915
H: 6.57440 -0.50893 -0.75946
H: 8.13114 -0.44694 1.19188
H: 7.30466 0.30270 3.39210
H: 4.91802 0.97697 3.66053
Br: 0.14509 -1.83714 -5.62099
C: -1.44355 -1.51476 -4.63788
C: -2.61521 -1.51955 -5.38262
C: -3.84204 -1.37054 -4.75800
C: -3.89860 -1.22990 -3.38091
C: -2.72720 -1.18562 -2.64896
C: -1.47635 -1.30336 -3.25288
C: -0.25457 -1.19810 -2.37362
O: 0.74167 -1.85461 -2.59257
O: -0.32633 -0.32321 -1.38819
H: -2.55779 -1.65761 -6.45438
H: -4.74969 -1.37882 -5.34895
H: -4.85373 -1.14911 -2.87524
H: -2.76746 -1.08768 -1.57334

2S+1: 2
LUMO (spin up / spin down) (eV): -0.7 / -0.7
Expectation value of S²: 0.75
Kohn-Sham gap (spin up / spin down) (eV): 6.94 / 7.37

---

No. 2
C42H32F6N3O8PV as an isolated structure. Source: the Open Molecules 2025 dataset; level of theory: the ωB97M-V functional and the def2-TZVPD basis.

Element x y z (Å)
V: -0.48446 -0.47294 0.42638
O: -1.00770 1.15436 1.68362
C: -1.85951 2.13203 1.04120
C: -1.55380 1.96405 -0.47833
O: -2.08952 2.69715 -1.27996
O: -0.63205 1.09315 -0.75626
C: -3.32177 1.89735 1.39670
C: -4.32921 2.50429 0.65318
C: -5.65910 2.32649 0.99847
C: -6.00928 1.55031 2.09311
C: -5.01365 0.95495 2.84713
C: -3.68120 1.13367 2.50286
C: -1.36022 3.50931 1.47320
C: -2.01377 4.25229 2.44592
C: -1.49459 5.47212 2.86407
C: -0.32330 5.95922 2.30865
C: 0.33159 5.22273 1.32849
C: -0.18339 4.00768 0.91390
H: -1.24726 1.02922 2.60876
H: -4.06120 3.10033 -0.20656
H: -6.42920 2.79019 0.39517
H: -7.04989 1.39576 2.34584
H: -5.26429 0.32507 3.69030
H: -2.94989 0.61974 3.11718
H: -2.93666 3.88483 2.87610
H: -2.01457 6.04152 3.62380
H: 0.07770 6.91142 2.63223
H: 1.24191 5.59783 0.87840
H: 0.33166 3.44453 0.14281
O: -4.28364 -4.71653 4.59281
C: -3.04647 -4.79957 4.53587
O: -2.24190 -5.53989 5.12738
C: -2.38724 -3.83251 3.51217
C: -1.00467 -3.71582 3.43602
C: -0.43801 -2.82732 2.54372
N: -1.18111 -2.07460 1.72388
C: -2.51686 -2.22708 1.74962
C: -3.15272 -3.07092 2.63493
C: -3.23487 -1.43467 0.68423
O: -4.42384 -1.56389 0.48498
O: -2.42706 -0.65992 0.02456
H: -0.39949 -4.32975 4.08865
H: 0.63047 -2.69980 2.45556
H: -4.23024 -3.15309 2.64386
N: 0.89414 -0.13763 -2.85810
P: 1.98808 0.66942 -1.80514
C: 3.53284 0.33145 -2.74609
C: 4.04624 1.11684 -3.77446
C: 5.20212 0.73455 -4.44336
C: 5.85354 -0.43907 -4.09557
C: 5.34907 -1.23097 -3.07214
C: 4.20224 -0.84311 -2.39817
C: 1.71564 2.42374 -2.20550
C: 0.56135 2.91422 -2.80047
C: 0.37379 4.28393 -2.93812
C: 1.33896 5.17197 -2.49215
C: 2.49791 4.68950 -1.89365
C: 2.67915 3.32509 -1.74299
C: 0.17162 -1.28003 -2.62749
C: -0.27603 -1.99585 -3.75588
C: -0.92109 -3.19153 -3.59526
C: -1.11140 -3.69046 -2.30734
C: -0.68729 -2.91874 -1.25813
N: -0.07999 -1.71728 -1.38510
H: 1.00180 0.05914 -3.84370
H: 3.54402 2.03449 -4.05612
H: 5.59228 1.35721 -5.23890
H: 6.75595 -0.73473 -4.61547
H: 5.85647 -2.14455 -2.78987
H: 3.82292 -1.44981 -1.58320
H: -0.22441 2.23336 -3.09604
H: -0.54892 4.65122 -3.36706
H: 1.18408 6.23868 -2.59249
H: 3.25361 5.37717 -1.53432
H: 3.57855 2.95427 -1.26079
H: -0.08874 -1.58824 -4.74043
H: -1.26623 -3.74319 -4.46018
H: -1.59952 -4.63478 -2.12061
H: -0.84657 -3.25006 -0.24288
C: 2.19763 1.54230 1.87974
C: 2.08980 0.03344 2.12460
O: 1.23212 -0.58907 1.26357
C: 3.48477 -0.60458 1.90796
F: 4.36459 -0.23710 2.86235
F: 3.44488 -1.94052 1.89400
F: 4.00418 -0.21568 0.73063
C: 1.68128 -0.18731 3.60807
F: 0.36088 0.03654 3.76595
F: 1.92548 -1.42600 4.05199
F: 2.31275 0.65489 4.44307
H: 2.36379 1.69553 0.81533
H: 3.00446 1.99762 2.45225
H: 1.25522 2.01126 2.15088

Charge: -1
2S+1: 3
LUMO (spin up / spin down) (eV): 2.0 / 2.0
Expectation value of S²: 2.01
Kohn-Sham gap (spin up / spin down) (eV): 7.49 / 7.50